Entry 1:
The following is a quantum chemistry calculation of a 6-piece molecular cluster, C23H35F2NO6S2 overall in a non-equilibrium geometry, from the OMol25 dataset.

Summary:
Kohn-Sham gap: 8.68 eV
HOMO level: -8.35 eV
Total charge: 0
Maximum force: 0.151 hartree/bohr
E: -2399.3698 a.u.

Element x y z (Å)
C -2.21401 -0.25910 2.17238
C -1.93030 1.28479 2.21544
O -2.88196 1.99322 2.19806
N -0.51707 1.86314 2.24416
H 0.11842 1.47252 2.99285
H -0.01626 1.42685 1.38026
C -0.33890 3.38784 2.21751
H -1.67182 -0.81880 2.77207
H -2.09892 -0.63395 1.24243
H -3.34688 -0.59241 2.10486
H 0.79435 3.52578 1.82267
H -0.62440 3.78804 3.09633
H -1.17708 3.81283 1.51448
O 0.35158 0.44441 0.35967
H 0.73837 -0.23184 -0.19648
F -3.03964 -3.74098 -1.45399
C -3.34436 -2.46522 -1.82921
C -4.29372 -2.09384 -2.66517
C -4.63000 -0.78762 -3.01042
C -3.83695 0.27700 -2.35794
C -2.83208 -0.08453 -1.52598
C -2.45397 -1.39326 -1.34066
H -4.88384 -2.92123 -3.15445
H -5.27680 -0.43669 -3.90300
H -3.94959 1.34851 -2.54722
H -2.24074 0.71684 -1.10058
H -1.52687 -1.62178 -1.04080
F -0.47642 -6.40585 1.48905
C -0.11521 -5.56984 0.57147
C 0.20795 -4.25142 0.93989
C 0.61020 -3.25408 -0.04676
C 0.68465 -3.66920 -1.39050
C 0.23037 -4.96864 -1.68904
C -0.01440 -5.98696 -0.82961
H 0.15829 -3.95486 2.15682
H 1.09019 -2.28846 0.56127
H 0.92412 -2.97080 -2.00538
H 0.31514 -5.10892 -2.80151
H -0.35317 -6.99364 -1.03655
C 4.69566 0.16651 3.88150
C 4.22284 0.90198 2.72697
C 3.28195 0.13164 2.03828
S 2.30038 -0.64629 3.40050
O 2.02952 -2.06837 3.20425
O 1.08202 0.28680 3.70329
C 3.48433 -0.45104 4.71861
H 5.35430 0.66594 4.45368
H 5.25250 -0.64939 3.35706
H 4.94892 1.43529 2.04992
H 3.72847 1.76441 3.21462
H 3.81169 -0.70300 1.52881
H 2.41434 0.56005 1.62037
H 3.59793 -1.37123 5.18611
H 3.15113 0.22363 5.45966
C 0.56351 2.34416 -3.95969
C -0.59680 3.10600 -4.35910
C -1.18986 3.72275 -3.24273
S 0.16974 4.14348 -2.15640
O -0.20706 4.10561 -0.77593
O 0.89209 5.29845 -2.55483
C 1.20992 2.74838 -2.58236
H 1.37489 2.36747 -4.67756
H 0.30194 1.25790 -3.87340
H -1.24266 2.50377 -4.93399
H -0.42140 3.88946 -5.01926
H -1.83190 3.00596 -2.69837
H -1.83199 4.51952 -3.43702
H 1.03004 1.95384 -1.92049
H 2.28531 2.94851 -2.47893

Results of the Mulliken charge analysis, in e, for atoms 1 through 2:
1 C -0.858
2 C 0.691



Entry 2:
The following is a quantum chemistry calculation of one molecule with the formula C23H35N3O3, from the OMol25 dataset.

Summary:
SMILES: CC1(C)C[C@@H](C(=O)N2CCCCC(C)(C)C2)CN(C(=O)c2ncoc2C2CC2)C1
Kohn-Sham gap: 9.55 eV
HOMO level: -8.86 eV
Total charge: 0
Maximum force: 0.009 hartree/bohr
E: -1287.4334 a.u.

Element x y z (Å)
C -2.06778 -2.68019 2.78428
C -1.83279 -1.77527 1.58160
C -2.90065 -0.68805 1.54973
C -0.41925 -1.16171 1.67636
C -0.01420 -0.43827 0.39864
C 1.40655 0.10578 0.49923
O 2.17681 -0.31489 1.34861
N 1.78827 1.02947 -0.43033
C 0.85413 1.81186 -1.23766
C 0.19665 2.98804 -0.51272
C 1.03587 3.64267 0.58083
C 2.49892 3.89929 0.21776
C 3.48522 2.74160 0.42233
C 4.86595 3.21958 -0.03030
C 3.56827 2.38218 1.90511
C 3.16202 1.50410 -0.42035
C -0.15837 -1.39699 -0.78120
N -1.53375 -1.85246 -0.85477
C -2.37143 -1.19404 -1.68802
O -1.98119 -0.26162 -2.38954
C -3.80132 -1.59302 -1.74617
N -4.32023 -2.86544 -1.52350
C -5.57112 -2.75175 -1.75720
O -5.94762 -1.50553 -2.13077
C -4.80441 -0.76816 -2.13533
C -4.89872 0.63795 -2.48986
C -6.07238 1.14675 -3.27836
C -5.94388 1.50608 -1.83486
C -1.90370 -2.63357 0.31435
H -1.33267 -3.48717 2.81860
H -1.98920 -2.11754 3.71731
H -3.06377 -3.13035 2.75055
H -2.75746 0.01411 0.72622
H -3.89749 -1.12381 1.43963
H -2.88711 -0.11445 2.47976
H -0.38066 -0.47593 2.52479
H 0.29712 -1.96475 1.86520
H -0.68528 0.41288 0.24936
H 1.40174 2.14843 -2.11874
H 0.06542 1.17466 -1.63485
H -0.07426 3.73540 -1.26477
H -0.75131 2.65884 -0.07656
H 0.56747 4.59925 0.82573
H 0.97786 3.04999 1.49748
H 2.55409 4.25140 -0.82148
H 2.86209 4.73056 0.82996
H 5.61712 2.43754 0.10598
H 4.86379 3.50305 -1.08623
H 5.18293 4.08898 0.54908
H 4.28106 1.57274 2.06695
H 3.89528 3.25040 2.48465
H 2.61641 2.04362 2.31026
H 3.79625 0.68368 -0.07822
H 3.43978 1.68570 -1.46367
H 0.14043 -0.96873 -1.73041
H 0.47752 -2.27289 -0.61285
H -6.34072 -3.50142 -1.70613
H -3.93982 1.08689 -2.68964
H -5.87673 1.90209 -4.02458
H -6.84034 0.44252 -3.56142
H -6.62178 1.04097 -1.13351
H -5.66002 2.51271 -1.56605
H -1.16089 -3.43704 0.39848
H -2.86131 -3.12810 0.18855

Results of the Mulliken charge analysis, in e, for atoms 1 through 2:
1 C -2.084
2 C 3.155



Entry 3:
The following is a quantum chemistry calculation of one molecule with the formula C23H35N5OS in a non-equilibrium geometry, from the OMol25 dataset.

Summary:
SMILES: CCCN(CCC)CCCNC(=S)Nc1ccc2nc3n(c(=O)c2c1)CCCCC3
Kohn-Sham gap: 6.82 eV
HOMO level: -6.97 eV
Total charge: 0
Maximum force: 0.287 hartree/bohr
E: -1644.0291 a.u.

Element x y z (Å)
C 1.68656 -1.72349 3.37320
C 2.35794 -0.78475 2.19475
C 3.06951 -1.67675 1.14742
N 2.35702 -2.26979 0.13986
C 2.94930 -3.60073 -0.28874
C 2.24991 -4.74948 0.84627
H 2.81846 -5.69987 0.88614
H 2.32381 -4.37570 1.66203
C 0.75258 -5.09826 0.38658
N -0.06108 -3.79139 0.46660
C -1.46638 -4.01197 -0.17527
S -2.00605 -5.44285 -0.73132
N -1.82356 -2.66779 -0.36811
C -1.92078 -1.45108 0.08106
C -2.24507 -0.40851 -0.81023
C -2.15878 0.85094 -0.16974
C -1.39941 1.30112 1.01517
N -1.31305 2.48895 1.41168
C -1.89279 3.53372 0.47194
N -2.53264 3.22916 -0.51230
C -2.60868 1.96119 -1.20687
O -3.34648 1.70004 -2.08105
C -3.07270 4.35202 -1.37690
C -1.93316 5.16261 -1.84410
C -1.31788 6.23695 -1.30730
C -0.64858 5.73650 0.18252
H -0.02986 6.53564 0.88676
H 0.07909 5.00357 -0.19918
C -1.56849 4.79023 1.20769
H -1.16454 4.79577 2.16301
H -2.60569 5.36794 1.07286
H -0.45553 6.87769 -1.64724
H -2.13267 6.95934 -0.69435
H -2.11463 5.78473 -2.82399
H -0.97391 4.57546 -2.30199
H -3.81303 4.98533 -0.81432
H -3.48779 3.97706 -2.34408
C -1.17571 0.14886 1.94187
C -1.24477 -1.16705 1.30677
H -1.00426 -2.09315 1.99671
H -0.61456 0.50313 2.82322
H -2.94534 -0.77527 -1.43269
H -2.76271 -2.98465 -0.89075
H 0.57562 -2.98300 0.54362
H 0.63199 -5.67341 -0.56851
H 0.33725 -5.55677 1.24157
H 2.40794 -3.79550 -1.14204
H 3.90939 -3.60052 -0.18352
C 2.27013 -1.41364 -1.11435
H 2.22613 -0.54777 -0.54665
C 1.08330 -1.59476 -1.96973
C 1.08772 -0.55364 -3.08303
H 1.94449 -0.48082 -3.75291
H 1.07405 0.52257 -2.48022
H 0.22345 -0.57848 -3.54056
H 0.01586 -1.50060 -1.17341
H 1.20802 -2.60405 -2.38215
H 3.24204 -1.57695 -1.51236
H 3.53085 -2.63481 1.75014
H 3.85708 -1.08894 1.04816
H 1.71152 -0.28823 1.60699
H 3.02630 -0.16741 2.75156
H 1.12911 -1.09568 3.87758
H 2.52173 -2.38509 4.04125
H 1.18244 -2.48790 2.94500

Results of the Mulliken charge analysis, in e, for atoms 1 through 2:
1 C -1.397
2 C -0.192



Entry 4:
The following is a quantum chemistry calculation of C23H35N9O5RbS2 as an isolated structure in a non-equilibrium geometry, from the OMol25 dataset.

Summary:
Kohn-Sham gap: 6.98 eV
HOMO level: -5.14 eV
Total charge: -1
Maximum force: 0.027 hartree/bohr
E: -2587.0267 a.u.

Element x y z (Å)
Rb 0.79950 -1.17069 1.68683
C -2.25462 -3.95121 -2.13800
C -1.38047 -3.14860 -1.20135
N -0.20279 -3.49363 -0.86622
N 0.29629 -4.63078 -1.38903
C 1.51295 -5.13250 -1.06021
N 1.76009 -6.35046 -1.64370
S 2.61421 -4.44253 -0.04884
C -1.89079 -1.88088 -0.63335
C -3.22705 -1.73046 -0.27687
C -3.63909 -0.51872 0.25647
C -2.71261 0.49258 0.41884
C -1.39916 0.24833 0.03784
N -1.00043 -0.90175 -0.48290
H -1.75101 -4.09995 -3.09778
H -2.48547 -4.93389 -1.71567
H -3.18877 -3.43519 -2.33548
H -0.25398 -5.16138 -2.05171
H 1.27026 -6.61339 -2.48463
H 2.71831 -6.64295 -1.57518
H -3.92451 -2.55304 -0.36763
H -4.66991 -0.38423 0.55810
H -2.98729 1.44799 0.84474
H -0.63852 1.01399 0.16078
O -1.26874 3.04284 6.41605
C -1.01135 2.40521 5.23342
C -1.31612 1.06345 5.04991
C -1.01705 0.48672 3.82410
N -0.46319 1.17527 2.82953
C -0.16057 2.45948 3.01414
C -0.42340 3.12418 4.20181
C 0.53887 3.13474 1.81557
O 0.15446 4.27862 1.50726
O 1.41752 2.42036 1.27583
C -1.13401 -1.01555 3.55878
O -2.05606 -1.42390 2.83202
O -0.18765 -1.67455 4.04994
H -1.66752 2.40697 7.01653
H -1.76307 0.46990 5.84090
H -0.16735 4.16651 4.33157
N 3.56856 -1.32522 2.58658
C 4.05369 0.03958 2.36258
C 4.64229 0.19589 0.95833
C 3.61188 0.44306 -0.14240
N 2.79924 -0.74377 -0.41047
H 3.14752 -1.40904 3.50587
H 4.34440 -1.97295 2.53754
H 4.82812 0.32104 3.09163
H 3.21900 0.73790 2.47643
H 5.22872 -0.69953 0.71235
H 5.32510 1.04911 0.96555
H 4.14965 0.79979 -1.03575
H 2.94745 1.24650 0.18145
H 3.38166 -1.51788 -0.70962
H 2.14849 -0.54893 -1.16804
C 1.11025 2.95567 -1.74139
N -0.11102 2.80164 -2.51973
C -0.69846 4.04886 -2.97137
C -0.39819 1.61550 -3.11767
S 0.78528 0.47165 -3.42594
N -1.71058 1.44797 -3.47981
C -2.14986 0.30909 -4.25695
C -2.78619 2.12906 -2.78054
H 0.96303 3.75741 -1.01784
H 1.97152 3.17071 -2.38362
H 1.30215 2.05076 -1.17904
H 0.09934 4.70423 -3.33315
H -1.21968 4.56194 -2.15966
H -1.38559 3.87246 -3.79586
H -1.29826 -0.13064 -4.76330
H -2.89224 0.64012 -4.98962
H -2.59995 -0.45483 -3.61315
H -2.40033 2.69004 -1.93444
H -3.48880 1.38966 -2.39195
H -3.32804 2.80622 -3.44944

Results of the Mulliken charge analysis, in e, for atoms 1 through 2:
1 Rb 0.603
2 C -2.236



Entry 5:
The following is a quantum chemistry calculation of C23H36AsF5NO5PdS2SbTe as an isolated structure in a non-equilibrium geometry, from the OMol25 dataset.

Summary:
Kohn-Sham gap: 6.13 eV
HOMO level: -1.97 eV
Total charge: -2
Maximum force: 0.025 hartree/bohr
E: -5496.6120 a.u.

Element x y z (Å)
Pd -0.22707 0.21873 0.36130
C 0.32260 3.83573 1.40924
Sb 1.12059 2.25834 0.14716
C 3.06313 2.48838 1.03329
C 1.49875 3.52882 -1.54173
H 0.84780 4.77922 1.24215
H 0.46352 3.52856 2.44711
H -0.74452 3.97512 1.23571
H 3.25705 3.54865 1.20894
H 3.82362 2.09386 0.36178
H 3.08959 1.94240 1.97568
H 2.08681 4.38957 -1.21755
H 0.55558 3.87056 -1.96481
H 2.06004 2.95981 -2.28046
O 3.65226 -0.93792 1.81325
C 4.07803 -0.66946 0.70054
N 3.38533 -0.72542 -0.47197
S 4.23905 -0.17048 -1.70200
O 4.41160 -1.15351 -2.74743
O 3.79585 1.13812 -2.13702
C 5.77960 0.04218 -0.82871
C 7.03374 0.41573 -1.26869
C 8.05477 0.47484 -0.32637
C 7.80739 0.16756 1.01115
C 6.53556 -0.20340 1.43122
C 5.52519 -0.26239 0.48845
H 7.21317 0.65084 -2.31020
H 9.05393 0.75956 -0.63450
H 8.61940 0.21724 1.72712
H 6.31735 -0.44574 2.46375
C -0.06786 -2.59715 -1.02171
S 0.16373 -2.32943 0.75689
O -1.07199 -2.76798 1.49390
C 1.26694 -3.75659 0.93823
C 2.57871 -3.72626 0.48868
C 3.37063 -4.85244 0.64965
C 2.85662 -5.99295 1.25521
C 1.54089 -6.01110 1.69656
C 0.73944 -4.88686 1.54249
H -0.60813 -3.53471 -1.15450
H 0.92266 -2.63288 -1.47374
H -0.64125 -1.75997 -1.41354
H 2.95804 -2.83673 0.00266
H 4.39617 -4.83763 0.30037
H 3.48240 -6.86962 1.37884
H 1.13426 -6.90233 2.15980
H -0.29358 -4.86112 1.86711
C -4.05526 2.85428 1.86012
C -3.13298 1.85624 1.17383
As -3.20253 1.74670 -0.79779
C -3.54759 3.65105 -1.27535
C -2.27454 4.40706 -1.64367
C -5.10414 1.20451 -0.95404
C -5.34178 0.34113 -2.18992
H -3.98360 2.76056 2.94775
H -5.09939 2.68561 1.58412
H -3.80539 3.88796 1.60916
H -3.37484 0.83535 1.47187
H -2.08847 2.01926 1.44940
H -4.09662 4.16008 -0.48021
H -4.22001 3.60350 -2.13744
H -1.65576 4.59711 -0.76409
H -2.48549 5.37380 -2.11194
H -1.67128 3.82118 -2.33961
H -5.71929 2.10876 -0.99613
H -5.35742 0.66091 -0.04422
H -4.98752 0.84824 -3.09317
H -6.40508 0.12367 -2.32821
H -4.80568 -0.60176 -2.11094
F -4.76437 -1.27334 1.17050
Te -3.49797 -2.49673 0.40092
F -5.12507 -3.47014 0.26522
F -3.79164 -2.54207 -1.49578
F -2.71313 -4.17099 0.00781
F -3.49460 -3.17671 2.15536
O -2.48476 -1.05726 0.08472

Results of the Mulliken charge analysis, in e, for atoms 1 through 2:
1 Pd -0.807
2 C -1.391



Entry 6:
The following is a quantum chemistry calculation of C23H36MgP2 as an isolated structure in a non-equilibrium geometry, from the OMol25 dataset.

Summary:
Kohn-Sham gap: 4.77 eV
HOMO level: -5.28 eV
Total charge: 0
Maximum force: 0.072 hartree/bohr
E: -1780.4848 a.u.

Element x y z (Å)
P -0.49436 -1.88674 -5.46405
P 0.29816 1.58790 -5.24678
C -1.03530 -0.56597 -6.60471
C -0.02457 0.56554 -6.79191
H -2.01603 -0.18346 -6.27854
H -1.18682 -1.07289 -7.56910
H 0.94837 0.18914 -7.14456
H -0.39357 1.24632 -7.57000
C -0.74150 3.03792 -6.04770
H -0.83900 3.87871 -5.34798
H -1.73997 2.68317 -6.33614
H -0.23579 3.39251 -6.95481
C 1.79643 2.67842 -5.57812
H 1.73357 3.07032 -6.60253
H 2.74941 2.14062 -5.49470
H 1.81455 3.53323 -4.88644
C -1.90740 -2.86309 -4.93736
H -1.65599 -3.47566 -4.05942
H -2.18324 -3.54167 -5.75910
H -2.78581 -2.24243 -4.70956
C 0.56015 -2.96926 -6.46484
H 1.49688 -2.45578 -6.72441
H 0.03125 -3.24175 -7.38866
H 0.79411 -3.87921 -5.89429
Mg -1.08430 -0.98895 0.29802
C -0.17288 2.19645 -3.45289
C -1.15229 1.33141 -4.13206
C -1.44420 0.02126 -3.36804
C -0.25878 -0.92804 -3.12279
C 0.68835 -1.09556 -4.37883
C 1.42040 0.23862 -4.57173
C 1.95754 0.80399 -3.25085
C 0.93376 1.74984 -2.54646
C 0.26379 -2.56507 0.03568
H -0.41332 3.26131 -3.40768
H -2.07568 1.79311 -4.49984
H -2.26039 -0.50531 -3.88587
H -1.87203 0.29713 -2.38661
H 0.32897 -0.59635 -2.26260
H -0.64476 -1.90628 -2.79461
H 1.45006 -1.85370 -4.13827
H 2.22983 0.11214 -5.30745
H 2.87208 1.37771 -3.44143
H 2.25142 -0.00684 -2.57514
H 0.53948 1.30005 -1.62069
H 1.48581 2.64278 -2.20951
H 0.95314 -2.48351 0.88922
H 0.81838 -2.52580 -0.90890
H -0.31181 -3.49840 0.11225
C -0.99503 0.06077 1.98973
C -0.83278 0.54421 3.12439
C -0.64800 1.06796 4.41633
C -1.68736 1.80004 5.03630
C -1.50438 2.30266 6.32216
C -0.29547 2.08647 7.00017
C 0.73666 1.35866 6.38926
C 0.57004 0.84958 5.10365
H -2.62409 1.95709 4.49623
H -2.30942 2.86486 6.79754
H -0.15706 2.48576 8.00603
H 1.67577 1.18593 6.91771
H 1.36440 0.27864 4.61607

Results of the Mulliken charge analysis, in e, for atoms 1 through 2:
1 P 0.875
2 P 1.942